Formula: C36H67BrO12Si2
Source: OMol25
Level of theory: ωB97M-V with the def2-TZVPD basis set

Summary:
highest occupied orbital energy: -9.21 eV
E_tot: -148783.5523 eV

The geometry in ORCA input format:
```
! wB97M-V def2-TZVPD RIJCOSX def2/J DEFGRID3
* xyz 0 1
C -2.5666 -3.0274 -0.4126
Si -3.1652 -1.4996 0.4906
C -3.8109 -1.9064 2.2080
C -4.6100 -0.8084 -0.4893
O -1.8567 -0.4685 0.5646
C -2.0676 0.9155 0.3251
C -0.7319 1.6685 0.3930
C 0.4345 0.8067 0.8183
C 1.1082 0.1104 -0.2046
C 2.2385 -0.6605 0.0709
C 2.6969 -0.7292 1.3689
C 2.0363 -0.0298 2.3706
Br 2.9636 -0.0870 4.0359
C 0.8768 0.7314 2.1671
Si 0.0560 1.6802 3.6213
C 1.0522 3.2746 3.8349
C -1.7387 2.1659 3.3679
C -0.0035 0.6997 5.2282
C 2.9654 -1.3530 -1.0193
O 3.5916 -2.3582 -0.8394
C 2.8829 -0.6935 -2.3323
C 1.8064 0.0297 -2.6117
C 0.6853 0.1191 -1.6375
O -0.4548 0.1423 -2.0249
H -2.7349 -2.8533 -1.4745
H -1.4983 -3.1819 -0.2931
H -3.1194 -3.9143 -0.1213
H -4.7757 -2.3876 2.0674
H -3.1251 -2.4988 2.8012
H -3.9992 -0.9584 2.7144
H -5.0513 0.0697 -0.0242
H -5.3692 -1.5830 -0.5645
H -4.2685 -0.5603 -1.4903
H -2.4882 1.0674 -0.6666
H -2.7863 1.3201 1.0328
H -0.7894 2.5494 1.0227
H -0.5258 2.0450 -0.5988
H 3.5886 -1.2972 1.5802
H 0.4807 4.0804 3.3764
H 1.2322 3.5145 4.8773
H 1.9980 3.2359 3.3027
H -2.3418 1.3168 3.0673
H -1.8972 3.0155 2.7136
H -2.1040 2.4553 4.3522
H -0.1823 -0.3480 4.9892
H 0.9184 0.7553 5.7875
H -0.8276 1.0400 5.8497
H 3.6990 -0.8102 -3.0264
H 1.6664 0.5526 -3.5455
C 6.7854 1.5649 4.7622
O 7.3275 1.2055 3.5124
C 6.3285 0.8049 2.5896
C 6.8155 0.9424 1.1652
O 6.7884 2.2722 0.6662
C 7.8085 3.1586 1.1010
C 9.1473 2.9364 0.4345
O 9.8219 1.8261 1.0014
C 10.7727 1.2660 0.1256
H 6.2879 0.7123 5.2398
H 7.6072 1.8947 5.3950
H 6.0688 2.3885 4.6581
H 5.4235 1.4094 2.7212
H 6.0783 -0.2477 2.7822
H 6.1165 0.3928 0.5297
H 7.8013 0.4902 1.0424
H 7.9073 3.1506 2.1880
H 7.4598 4.1510 0.8062
H 9.7682 3.8325 0.5730
H 8.9909 2.7796 -0.6394
H 10.2992 0.9221 -0.8016
H 11.2181 0.4094 0.6276
H 11.5632 1.9855 -0.1179
C -8.5758 -7.1086 -0.3314
O -7.9452 -7.2695 0.9182
C -6.5366 -7.3794 0.8044
C -5.8534 -7.0292 2.1070
O -5.7566 -5.6339 2.3597
C -6.9451 -4.9588 2.7532
C -7.3799 -5.2560 4.1709
O -8.0239 -6.5159 4.2569
C -7.9770 -7.0588 5.5562
H -8.4151 -7.9821 -0.9740
H -9.6427 -6.9954 -0.1491
H -8.2099 -6.2108 -0.8437
H -6.1653 -6.7154 0.0143
H -6.2863 -8.4159 0.5386
H -4.8180 -7.3689 2.0312
H -6.3130 -7.5549 2.9450
H -7.7550 -5.1367 2.0440
H -6.6945 -3.8964 2.7062
H -8.0869 -4.4805 4.4974
H -6.5016 -5.2308 4.8264
H -6.9410 -7.1976 5.8876
H -8.4658 -8.0306 5.5246
H -8.5034 -6.4198 6.2747
C -0.7943 4.5531 -9.6976
O -0.2100 4.1164 -8.4920
C 1.1652 3.8067 -8.6365
C 1.8761 3.8552 -7.3031
O 2.1801 5.1665 -6.8522
C 1.1185 5.9410 -6.3146
C 0.7192 5.5515 -4.9095
O -0.0856 4.3840 -4.9133
C -0.0471 3.6980 -3.6848
H -0.7643 3.7677 -10.4618
H -1.8325 4.8029 -9.4881
H -0.2878 5.4478 -10.0783
H 1.6450 4.5125 -9.3250
H 1.2553 2.7933 -9.0523
H 2.8480 3.3746 -7.4359
H 1.3260 3.2913 -6.5472
H 0.2528 5.9473 -6.9792
H 1.5109 6.9593 -6.2703
H 0.1438 6.3729 -4.4604
H 1.6242 5.3885 -4.3125
H 0.9785 3.3930 -3.4380
H -0.6609 2.8031 -3.7753
H -0.4431 4.3241 -2.8758
*
```

Results of the Löwdin charge analysis, in e, for atoms 1 through 5: number 1, C, carries -0.144; number 2, Si, carries 0.426; number 3, C, carries -0.145; number 4, C, carries -0.159; number 5, O, carries -0.206